P.
{
  "formula": "CH5NO2S",
  "method": "ωB97M-V with the def2-TZVPD basis set",
  "symbols": ["S", "O", "O", "N", "C", "H", "H", "H", "H", "H"],
  "xyz": [[0.3663, -1.8553, 0.3701], [0.1988, 0.6199, 1.1068], [-1.1667, 0.7506, 1.7299], [0.1928, -0.2076, 0.0348], [0.0372, 0.2937, -1.2821], [0.5191, 1.2534, -1.4162], [-1.0606, 0.4474, -1.6246], [1.6384, -1.7878, 0.4294], [0.5332, -0.3857, -2.0278], [-1.2586, 0.8715, 2.6799]],
  "homo_energy_ev": -9.28,
  "spin_multiplicity": 1,
  "smiles": "CN(S)OO",
  "gap_ev": 10.06,
  "total_charge": 0
}


Q.
{
  "formula": "CH5NO2S",
  "method": "ωB97M-V with the def2-TZVPD basis set",
  "symbols": ["S", "O", "O", "N", "C", "H", "H", "H", "H", "H"],
  "xyz": [[-1.1410, 0.0766, 0.4741], [0.0585, -1.0593, 0.2061], [-2.2942, -0.2255, -0.2660], [-0.2988, 1.8510, 0.3452], [1.2559, -0.7135, -0.3885], [-1.2207, -0.3283, 1.8394], [0.8704, 0.1414, -0.9899], [2.0076, -0.3797, 0.3730], [1.5831, -1.5494, -1.1609], [-0.8208, 2.1868, -0.4324]],
  "homo_energy_ev": -9.20,
  "spin_multiplicity": 1,
  "smiles": "CO[S@@H](=N)=O",
  "gap_ev": 9.41,
  "total_charge": 0
}


The most stable structure shown above is Q; the least stable is P.